--- w ---
Molecular formula: C7H8O
Method: DFT, ωB97M-V/def2-TZVPD

The SMILES is C1=C[C@@H]2C[C@H]2C=CO1. The spin multiplicity is 1. As for the HOMO-LUMO gap: 9.26 eV.

Geometry (Å):
C: -1.083 1.522 -0.216
C: 0.206 1.688 0.016
C: 0.703 0.379 0.534
C: 2.099 -0.265 -0.125
C: 0.566 -0.708 -0.415
C: -0.562 -1.749 -0.056
C: -1.653 -1.059 0.152
O: -1.728 0.374 -0.046
H: -2.055 2.189 -0.420
H: 0.667 2.698 0.182
H: 0.591 0.179 1.587
H: 2.319 -0.798 0.727
H: 2.721 0.232 -0.911
H: 0.143 -0.544 -1.397
H: -0.181 -2.754 0.114
H: -2.754 -1.384 0.274

=====

--- x ---
Molecular formula: C7H8O
Method: DFT, ωB97M-V/def2-TZVPD

The spin multiplicity is 1. As for the HOMO-LUMO gap: 8.87 eV.

Geometry (Å):
C: -2.596 0.052 0.377
C: -0.578 -1.103 -0.142
C: 0.510 -0.312 0.195
C: 0.581 1.049 -0.287
C: 1.539 2.061 0.043
C: 1.678 -1.247 0.140
C: 2.717 -1.803 0.127
H: -2.407 0.114 1.442
H: -3.743 -0.429 0.311
H: -2.746 1.407 -0.080
H: -0.353 -2.192 -0.336
H: -0.134 1.397 -1.208
H: 2.571 1.773 0.586
H: 1.588 3.062 -0.438
H: 3.317 -2.713 -0.329
O: -1.945 -1.114 -0.402

=====

--- y ---
Molecular formula: C7H8O
Method: DFT, ωB97M-V/def2-TZVPD

The SMILES is CC1=CC=C[C@H]2O[C@H]12. The spin multiplicity is 1. As for the HOMO-LUMO gap: 8.83 eV.

Geometry (Å):
C: -2.451 -0.095 0.142
C: -0.976 -0.359 -0.001
C: -0.235 -1.513 -0.087
C: 1.156 -1.482 -0.129
C: 1.903 -0.249 0.060
C: 0.896 0.878 0.375
O: 0.349 2.088 -0.016
C: -0.163 0.784 -0.523
H: -2.561 0.375 1.194
H: -2.961 -1.174 -0.012
H: -2.928 0.644 -0.521
H: -0.596 -2.592 0.166
H: 1.475 -2.545 0.023
H: 3.132 -0.386 0.312
H: 0.535 0.422 1.443
H: 0.342 0.766 -1.501

=====

Most stable to least stable: w, y, x

=====

--- w ---
Molecular formula: C4H9NOP
Method: DFT, ωB97M-V/def2-TZVPD

The spin multiplicity is 1. As for the HOMO-LUMO gap: 9.87 eV. The net charge is +1.

Geometry (Å):
C: 1.456 0.668 -1.431
C: 0.245 0.360 -0.999
C: -1.063 0.840 -1.440
C: -0.698 -0.684 1.375
N: 0.449 -0.297 0.503
O: 2.568 0.225 -0.640
P: 2.045 -0.371 0.709
H: 1.627 1.001 -2.389
H: -1.786 0.297 -0.819
H: -1.187 1.894 -1.235
H: -1.040 0.712 -2.455
H: -1.312 0.066 1.609
H: -0.144 -0.825 2.280
H: -1.155 -1.460 0.939
H: 2.638 0.396 1.774
H: 2.576 -1.687 1.115

=====

--- x ---
Molecular formula: C4H9NOP
Method: DFT, ωB97M-V/def2-TZVPD

The SMILES is C=[N+]=[PH2]C(=O)CC. The spin multiplicity is 1. As for the HOMO-LUMO gap: 9.60 eV. The net charge is +1.

Geometry (Å):
C: 3.304 -1.283 0.588
N: 2.610 -1.053 -0.427
P: 1.160 -0.395 -0.723
C: -0.435 0.003 0.517
O: -0.466 -0.741 1.410
C: -1.360 0.901 -0.215
C: -2.870 0.757 0.203
H: 3.073 -0.696 1.590
H: 4.356 -1.571 0.603
H: 0.677 -1.238 -1.790
H: 1.488 0.595 -1.511
H: -0.856 1.901 0.096
H: -1.106 0.734 -1.295
H: -3.337 0.283 -0.701
H: -3.325 1.725 0.538
H: -2.914 0.079 1.117

=====

Most stable to least stable: w, x

=====

--- w ---
Molecular formula: C28H84O14
Method: DFT, ωB97M-V/def2-TZVPD

The spin multiplicity is 1. As for the HOMO-LUMO gap: 10.09 eV.

Geometry (Å):
C: -6.147 4.774 2.160
C: -6.728 5.993 2.832
O: -6.280 6.067 4.168
H: -6.445 3.865 2.682
H: -5.061 4.753 2.258
H: -6.455 4.639 1.124
H: -7.813 5.918 2.763
H: -6.470 6.957 2.391
H: -5.349 6.302 4.185
C: 8.633 -0.315 -3.412
C: 7.753 0.859 -3.807
O: 8.359 1.605 -4.808
H: 8.689 -0.945 -4.300
H: 8.284 -0.892 -2.556
H: 9.620 0.070 -3.158
H: 7.547 1.448 -2.913
H: 6.724 0.580 -4.035
H: 9.278 1.718 -4.554
C: -8.918 -3.671 0.650
C: -7.788 -2.614 0.550
O: -6.524 -3.213 0.571
H: -9.044 -4.110 1.640
H: -8.801 -4.476 -0.075
H: -9.889 -3.232 0.419
H: -7.851 -1.871 1.345
H: -7.871 -2.155 -0.435
H: -6.486 -3.888 -0.111
C: 4.167 -0.424 8.794
C: 3.175 -0.501 7.683
O: 3.904 -0.506 6.483
H: 4.886 -1.242 8.750
H: 3.669 -0.639 9.739
H: 4.634 0.559 8.849
H: 2.480 0.337 7.731
H: 2.617 -1.437 7.706
H: 3.271 -0.718 5.792
C: 1.158 0.008 -0.015
C: 0.023 -0.432 0.969
O: 0.665 -0.948 2.112
H: 1.734 0.796 0.471
H: 0.803 0.388 -0.972
H: 1.832 -0.808 -0.276
H: -0.644 -1.168 0.520
H: -0.625 0.407 1.222
H: 0.075 -1.527 2.600
C: 6.239 -7.256 -2.452
C: 4.753 -6.883 -2.337
O: 4.033 -8.098 -2.208
H: 6.379 -7.876 -3.337
H: 6.580 -7.716 -1.525
H: 6.810 -6.340 -2.603
H: 4.443 -6.338 -3.228
H: 4.580 -6.289 -1.439
H: 4.084 -8.559 -3.048
C: -5.432 -3.369 7.220
C: -4.461 -2.380 6.606
O: -3.833 -3.001 5.482
H: -4.931 -4.298 7.491
H: -6.242 -3.666 6.553
H: -5.792 -2.873 8.122
H: -3.736 -2.071 7.360
H: -4.982 -1.450 6.376
H: -4.486 -3.032 4.779
C: 0.877 5.889 3.411
C: -0.004 6.261 4.599
O: -1.106 7.051 4.221
H: 1.144 6.802 2.878
H: 0.370 5.191 2.744
H: 1.772 5.324 3.673
H: 0.559 6.852 5.321
H: -0.359 5.301 4.974
H: -0.784 7.844 3.786
C: 2.826 3.174 -7.731
C: 3.866 4.007 -8.514
O: 4.955 3.136 -8.780
H: 1.859 3.676 -7.732
H: 3.090 2.969 -6.694
H: 2.622 2.216 -8.208
H: 4.142 4.852 -7.883
H: 3.488 4.359 -9.474
H: 5.526 3.068 -8.012
C: -3.087 -0.890 -5.640
C: -4.054 0.278 -5.791
O: -3.316 1.419 -6.220
H: -2.512 -1.085 -6.545
H: -3.569 -1.838 -5.397
H: -2.346 -0.612 -4.891
H: -4.594 0.418 -4.855
H: -4.839 0.091 -6.524
H: -3.649 2.181 -5.741
C: 5.322 6.560 -3.028
C: 6.487 7.332 -3.587
O: 6.077 8.242 -4.536
H: 5.548 5.745 -2.340
H: 4.807 6.106 -3.874
H: 4.621 7.208 -2.502
H: 7.171 6.678 -4.128
H: 6.988 7.878 -2.788
H: 6.846 8.706 -4.876
C: 1.731 -8.296 5.865
C: 0.842 -7.257 5.255
O: -0.428 -7.222 5.843
H: 2.693 -8.468 5.382
H: 1.286 -9.291 5.854
H: 1.916 -8.035 6.907
H: 0.667 -7.472 4.200
H: 1.289 -6.277 5.421
H: -0.883 -6.448 5.504
C: -2.438 -7.183 -0.854
C: -3.568 -7.789 -1.662
O: -4.488 -6.735 -1.929
H: -2.788 -6.534 -0.051
H: -1.836 -6.613 -1.561
H: -1.802 -7.977 -0.463
H: -3.929 -8.675 -1.140
H: -3.159 -8.059 -2.636
H: -4.911 -6.913 -2.772
C: -1.696 6.227 -2.882
C: -3.053 6.792 -3.235
O: -3.905 5.865 -3.764
H: -1.102 6.963 -2.340
H: -1.125 5.992 -3.780
H: -1.755 5.347 -2.242
H: -2.872 7.577 -3.968
H: -3.419 7.202 -2.293
H: -4.808 6.078 -3.517

=====

--- x ---
Molecular formula: C28H84O14
Method: DFT, ωB97M-V/def2-TZVPD

The spin multiplicity is 1. As for the HOMO-LUMO gap: 10.02 eV.

Geometry (Å):
C: -18.296 4.387 6.727
C: -19.748 4.823 6.855
O: -20.160 5.674 5.765
H: -17.568 5.190 6.801
H: -18.231 3.925 5.738
H: -18.042 3.664 7.504
H: -19.897 5.369 7.797
H: -20.401 3.953 6.838
H: -19.424 6.265 5.507
C: -22.275 14.138 5.660
C: -21.907 14.208 7.132
O: -22.989 13.796 7.974
H: -21.399 14.284 5.017
H: -22.956 14.961 5.426
H: -22.757 13.215 5.348
H: -21.568 15.214 7.378
H: -21.053 13.550 7.365
H: -23.389 13.021 7.543
C: -22.930 5.391 8.436
C: -22.354 6.802 8.394
O: -22.309 7.232 7.019
H: -22.118 4.713 8.179
H: -23.692 5.261 7.666
H: -23.414 5.114 9.373
H: -21.357 6.874 8.832
H: -23.001 7.528 8.887
H: -21.613 6.725 6.549
C: -22.374 10.151 4.125
C: -21.139 9.765 4.926
O: -21.487 9.851 6.311
H: -22.147 10.243 3.059
H: -22.899 11.044 4.466
H: -23.135 9.370 4.257
H: -20.358 10.467 4.660
H: -20.821 8.747 4.697
H: -21.772 8.942 6.556
C: -18.034 11.269 5.317
C: -18.128 12.349 4.250
O: -17.547 11.891 3.038
H: -18.570 11.579 6.209
H: -16.996 11.030 5.550
H: -18.387 10.357 4.834
H: -17.621 13.239 4.646
H: -19.162 12.680 4.103
H: -17.062 12.616 2.635
C: -15.907 7.916 5.137
C: -16.870 7.111 4.285
O: -18.227 7.495 4.501
H: -15.657 8.876 4.689
H: -14.937 7.398 5.206
H: -16.170 8.034 6.190
H: -16.782 6.049 4.486
H: -16.620 7.330 3.243
H: -18.507 8.090 3.773
C: -27.849 13.124 4.707
C: -27.002 12.312 5.671
O: -25.641 12.413 5.249
H: -28.036 12.636 3.756
H: -27.310 14.054 4.493
H: -28.751 13.491 5.203
H: -27.383 11.278 5.681
H: -27.071 12.679 6.704
H: -25.076 12.006 5.932
C: -21.235 13.197 1.843
C: -21.059 13.184 0.319
O: -21.097 11.847 -0.193
H: -21.184 14.208 2.261
H: -20.418 12.580 2.214
H: -22.229 12.855 2.144
H: -20.054 13.584 0.143
H: -21.771 13.821 -0.216
H: -22.045 11.642 -0.264
C: -23.864 9.045 -0.096
C: -24.334 10.019 -1.154
O: -24.709 9.321 -2.302
H: -23.589 9.498 0.858
H: -22.952 8.551 -0.425
H: -24.642 8.301 0.066
H: -23.539 10.776 -1.257
H: -25.132 10.667 -0.768
H: -25.524 9.675 -2.656
C: -20.516 8.879 0.869
C: -19.078 8.634 1.353
O: -18.821 9.392 2.544
H: -21.137 8.780 1.757
H: -20.761 8.201 0.052
H: -20.670 9.893 0.490
H: -18.300 8.784 0.599
H: -19.072 7.572 1.631
H: -18.428 10.264 2.357
C: -25.163 11.092 2.128
C: -25.176 12.456 1.505
O: -24.307 12.524 0.335
H: -25.410 10.333 1.373
H: -25.896 10.988 2.926
H: -24.183 10.777 2.482
H: -24.868 13.236 2.231
H: -26.206 12.780 1.274
H: -24.738 13.165 -0.239
C: -25.325 9.677 8.393
C: -24.158 10.660 8.431
O: -23.829 11.134 7.120
H: -25.017 8.759 7.873
H: -26.197 10.043 7.858
H: -25.526 9.353 9.419
H: -23.302 10.216 8.949
H: -24.459 11.511 9.049
H: -23.158 10.505 6.773
C: -19.803 9.747 8.992
C: -18.923 8.933 8.078
O: -18.694 7.593 8.640
H: -20.782 9.272 9.038
H: -19.863 10.738 8.538
H: -19.384 9.857 9.990
H: -17.918 9.359 7.948
H: -19.346 8.818 7.079
H: -18.472 7.056 7.870
C: -26.120 6.824 5.098
C: -25.933 7.928 4.076
O: -25.653 7.462 2.769
H: -25.149 6.387 5.360
H: -26.785 6.059 4.690
H: -26.555 7.137 6.049
H: -25.252 8.723 4.376
H: -26.902 8.462 4.001
H: -26.098 6.635 2.578

=====

--- y ---
Molecular formula: C28H84O14
Method: DFT, ωB97M-V/def2-TZVPD

The spin multiplicity is 1. As for the HOMO-LUMO gap: 9.89 eV.

Geometry (Å):
C: -0.757 -2.937 -3.391
C: -2.115 -2.293 -3.273
O: -2.012 -1.247 -2.312
H: -0.011 -2.203 -3.688
H: -0.755 -3.733 -4.144
H: -0.483 -3.448 -2.467
H: -2.852 -3.051 -2.991
H: -2.454 -1.881 -4.226
H: -2.581 -0.509 -2.589
C: -0.914 3.272 1.082
C: -0.240 3.823 2.335
O: -0.928 4.985 2.803
H: -1.787 2.672 1.329
H: -0.189 2.623 0.575
H: -1.100 4.084 0.382
H: 0.780 4.135 2.105
H: -0.149 3.076 3.129
H: -1.619 4.700 3.407
C: -3.513 2.034 -1.270
C: -4.486 1.079 -1.955
O: -3.952 0.609 -3.192
H: -2.613 1.498 -0.964
H: -3.978 2.481 -0.390
H: -3.291 2.853 -1.960
H: -5.469 1.542 -2.071
H: -4.629 0.218 -1.299
H: -4.063 1.315 -3.837
C: -5.082 0.150 2.829
C: -3.907 1.104 2.718
O: -4.263 2.350 2.136
H: -4.753 -0.846 3.141
H: -5.591 0.021 1.872
H: -5.793 0.449 3.602
H: -3.111 0.630 2.139
H: -3.513 1.271 3.729
H: -5.211 2.462 2.260
C: 2.623 3.730 -0.947
C: 2.506 5.183 -1.340
O: 2.977 6.099 -0.340
H: 1.835 3.374 -0.276
H: 3.538 3.510 -0.392
H: 2.626 3.127 -1.856
H: 1.490 5.497 -1.607
H: 3.082 5.354 -2.255
H: 2.239 6.252 0.257
C: -0.584 0.603 5.185
C: -0.952 -0.676 4.454
O: -0.792 -1.774 5.402
H: -0.928 0.665 6.215
H: -1.065 1.428 4.639
H: 0.479 0.846 5.174
H: -0.361 -0.899 3.572
H: -2.020 -0.663 4.219
H: -1.499 -1.637 6.039
C: 2.241 -0.530 -4.523
C: 1.356 -0.470 -5.742
O: 2.121 -0.089 -6.892
H: 1.737 -0.907 -3.631
H: 2.753 0.386 -4.222
H: 3.040 -1.241 -4.749
H: 0.455 0.151 -5.696
H: 1.012 -1.499 -5.913
H: 1.793 -0.569 -7.653
C: 1.029 3.210 -4.337
C: 0.198 2.499 -3.302
O: -0.642 3.360 -2.566
H: 1.485 2.525 -5.055
H: 1.909 3.691 -3.900
H: 0.435 3.947 -4.878
H: 0.835 1.848 -2.692
H: -0.400 1.756 -3.855
H: -1.329 2.824 -2.159
C: -4.090 -2.916 0.860
C: -3.348 -3.931 0.010
O: -4.209 -4.228 -1.083
H: -3.650 -2.676 1.825
H: -5.100 -3.307 1.010
H: -4.228 -1.979 0.310
H: -3.219 -4.835 0.610
H: -2.377 -3.560 -0.311
H: -3.823 -4.866 -1.686
C: 3.630 -3.195 1.087
C: 2.850 -2.934 2.363
O: 3.756 -2.520 3.373
H: 3.025 -3.733 0.357
H: 4.477 -3.831 1.352
H: 4.007 -2.295 0.599
H: 2.316 -3.844 2.653
H: 2.118 -2.130 2.200
H: 3.311 -2.426 4.218
C: 2.670 1.376 2.526
C: 3.416 0.198 1.932
O: 4.746 0.550 1.557
H: 1.592 1.202 2.508
H: 2.889 2.235 1.888
H: 2.969 1.617 3.548
H: 2.873 -0.095 1.030
H: 3.452 -0.708 2.544
H: 5.219 0.835 2.344
C: -0.927 -5.123 3.781
C: -0.782 -3.850 2.996
O: -0.620 -4.169 1.610
H: -1.410 -4.935 4.741
H: 0.010 -5.668 3.891
H: -1.602 -5.813 3.267
H: 0.082 -3.230 3.250
H: -1.661 -3.213 3.147
H: -0.750 -3.356 1.106
C: 0.652 0.176 -0.642
C: -0.153 -0.350 0.523
O: -0.858 -1.547 0.215
H: 1.297 1.011 -0.356
H: -0.028 0.481 -1.435
H: 1.329 -0.596 -1.019
H: -0.899 0.412 0.805
H: 0.405 -0.541 1.442
H: -1.360 -1.416 -0.617
C: 5.038 -0.895 -2.233
C: 4.563 0.498 -1.813
O: 5.592 1.165 -1.120
H: 5.492 -1.322 -1.335
H: 5.806 -0.824 -3.002
H: 4.240 -1.557 -2.572
H: 3.599 0.423 -1.292
H: 4.353 1.088 -2.713
H: 5.483 0.950 -0.180

=====

Most stable to least stable: x, y, w